Entry 1:
Below is the molecule C2H4N4, with properties calculated with ωB97M-V/def2-TZVPD.

Structure (XYZ):
```
10
Properties=species:S:1:pos:R:3:forces:R:3:mulliken_charge:R:1
N -1.309 0.529 0.105 -0.165 0.086 0.023 -0.2655
C 0.083 0.106 0.060 0.193 0.100 0.062 0.0014
C 1.031 0.953 0.546 -0.028 -0.437 -0.202 -0.5155
N 2.196 0.195 0.318 0.003 -0.096 -0.042 -0.2161
N 1.952 -0.951 -0.233 -0.018 0.213 0.097 -0.4675
N 0.619 -1.053 -0.417 -0.080 0.136 0.051 0.1365
H -1.932 -0.019 0.706 0.156 0.013 -0.070 0.3523
H -1.767 0.676 -0.801 0.141 -0.056 0.089 0.3514
H -1.126 1.454 0.551 -0.165 -0.080 -0.060 0.4309
H 0.251 -1.891 -0.836 -0.038 0.122 0.052 0.1920
```
Forces are in eV/Å.

Output
- Frontier orbital gap: 7.2 eV
- Multiplicity: 1
- Relative energy (zero: lowest compared OMol25 entry of this formula, charge and spin): 112.33 kcal per mole



Entry 2:
Below is a cluster of 2 separate species, C3H7O3 in total in a non-equilibrium geometry, with properties calculated with ωB97M-V/def2-TZVPD.

Structure (XYZ):
```
13
Properties=species:S:1:pos:R:3:forces:R:3:mulliken_charge:R:1
C -1.968 0.817 1.211 0.655 2.154 3.215 -0.9109
C -0.564 0.209 0.956 -0.267 1.872 0.211 0.7526
O -0.554 -0.864 0.352 -0.816 -1.450 0.345 -0.6813
O 0.413 0.889 1.362 -0.086 -0.217 0.063 -0.7431
H -2.324 1.769 0.750 0.866 -0.655 -0.311 0.2333
H -1.903 1.183 2.386 -0.631 -1.325 -2.654 0.1591
H -2.661 0.050 0.993 -1.123 -0.708 0.271 0.2831
C 1.520 -0.814 -0.954 -4.006 4.441 -3.904 -0.4376
O 2.434 -0.244 -1.935 -0.015 -0.540 -3.177 -0.5825
H 1.926 -0.275 -2.878 1.850 0.060 3.860 0.3255
H 1.768 -1.347 -0.131 2.407 -1.237 2.543 0.3361
H 0.928 0.211 -0.520 1.700 -3.515 -1.596 0.1179
H 0.985 -1.585 -1.591 -0.533 1.120 1.135 0.1478
```
Forces are in eV/Å.

Output
- Frontier orbital gap: 7.8 eV
- Multiplicity: 1
- Total charge: -1
- Relative energy (zero: lowest compared OMol25 entry of this formula, charge and spin): 76.00 kcal per mole



Entry 3:
Below is a cluster of 15 separate species, H30O15 in total in a non-equilibrium geometry, with properties calculated with ωB97M-V/def2-TZVPD.

Structure (XYZ):
```
45
Properties=species:S:1:pos:R:3:forces:R:3:mulliken_charge:R:1
H -0.426 0.914 0.294 0.138 0.305 0.208 0.1557
H -0.061 -0.033 -0.811 -0.070 -0.093 -0.417 0.2823
H 1.408 -2.924 -0.754 1.440 1.128 1.913 0.2870
H 1.423 -1.638 0.121 -0.645 0.969 0.308 0.3205
H -4.364 0.649 -3.981 1.914 -0.427 2.061 0.3090
H -4.061 1.288 -2.633 -0.431 0.485 0.830 0.2638
H -0.069 4.312 1.651 -1.699 0.817 1.733 0.3011
H -0.060 4.222 0.107 0.069 -0.091 0.657 0.2689
H -2.328 1.088 -1.581 0.276 -1.350 -1.217 0.4089
H -2.941 2.494 -1.801 0.669 -0.447 0.302 0.2769
H -2.301 1.782 2.700 0.383 0.901 0.120 0.3399
H -0.921 2.256 3.027 2.384 -0.752 0.333 0.2863
H 3.240 1.292 1.035 0.498 -0.037 -0.165 0.2884
H 4.564 1.125 1.800 0.064 0.031 -0.023 0.2933
H -2.015 -3.698 -2.629 -0.018 -0.702 -0.889 0.3491
H -1.768 -2.149 -2.950 -0.511 -1.894 1.407 0.2602
H -1.991 -0.881 2.164 -0.901 0.228 -0.580 0.3125
H -2.474 -0.814 3.465 0.238 -0.419 3.346 0.2982
H 4.062 -2.348 3.502 0.027 0.342 0.162 0.2959
H 3.706 -1.430 2.236 0.343 -2.133 0.882 0.3024
H 0.945 0.330 3.668 -0.953 -1.105 -1.577 0.2925
H -0.410 -0.226 3.772 -0.464 -0.275 0.025 0.2393
H -0.119 -1.973 -5.487 -0.174 0.046 0.196 0.3247
H -1.241 -1.137 -4.733 1.138 -0.271 -1.811 0.3029
H -0.499 -4.986 -1.352 1.196 1.263 -1.253 0.3391
H 0.036 -3.630 -1.882 -0.626 3.714 0.929 0.2952
H 2.141 3.161 2.722 0.625 0.124 -1.942 0.3228
H 2.744 2.452 4.041 -1.914 1.807 -1.550 0.2971
H 1.557 0.480 -1.880 -0.275 0.005 -1.673 0.3377
H 1.545 0.027 -3.430 0.742 -0.552 -0.222 0.2988
O 0.318 0.407 -0.049 -0.035 -0.213 0.183 -0.4216
O 1.921 -2.428 -0.023 -0.751 -2.008 -2.105 -0.5895
O -3.721 0.592 -3.173 -1.814 -0.457 -3.236 -0.5915
O 0.420 4.022 0.927 1.675 -0.866 -2.281 -0.5705
O -2.528 1.892 -1.159 -0.535 2.121 1.233 -0.6630
O -1.769 2.592 2.890 -2.729 -0.235 -0.497 -0.6008
O 4.206 1.237 0.914 -0.652 -0.019 0.187 -0.6082
O -1.867 -2.855 -2.235 0.001 3.271 -0.526 -0.6644
O -2.829 -0.672 2.634 0.672 0.229 -2.812 -0.6079
O 3.845 -2.376 2.570 -0.327 1.742 -1.051 -0.5957
O 0.297 -0.233 3.123 1.422 1.563 1.669 -0.5567
O -0.771 -1.273 -5.612 -0.930 0.309 1.556 -0.6110
O 0.031 -4.511 -2.062 -0.198 -5.619 0.330 -0.6268
O 1.997 3.031 3.632 1.204 -1.972 3.403 -0.6209
O 1.129 0.568 -2.776 -0.466 0.537 1.854 -0.6219
```
Forces are in eV/Å.

Output
- Frontier orbital gap: 10.8 eV
- Multiplicity: 1
- Relative energy (zero: lowest compared OMol25 entry of this formula, charge and spin): 97.93 kcal per mole



Question: Number 3 is which compound?
Answer: H30O15



Copy entry 1 word for word.
Below is the molecule C2H4N4, with properties calculated with ωB97M-V/def2-TZVPD.

Structure (XYZ):
```
10
Properties=species:S:1:pos:R:3:forces:R:3:mulliken_charge:R:1
N -1.309 0.529 0.105 -0.165 0.086 0.023 -0.2655
C 0.083 0.106 0.060 0.193 0.100 0.062 0.0014
C 1.031 0.953 0.546 -0.028 -0.437 -0.202 -0.5155
N 2.196 0.195 0.318 0.003 -0.096 -0.042 -0.2161
N 1.952 -0.951 -0.233 -0.018 0.213 0.097 -0.4675
N 0.619 -1.053 -0.417 -0.080 0.136 0.051 0.1365
H -1.932 -0.019 0.706 0.156 0.013 -0.070 0.3523
H -1.767 0.676 -0.801 0.141 -0.056 0.089 0.3514
H -1.126 1.454 0.551 -0.165 -0.080 -0.060 0.4309
H 0.251 -1.891 -0.836 -0.038 0.122 0.052 0.1920
```
Forces are in eV/Å.

Output
- Frontier orbital gap: 7.2 eV
- Multiplicity: 1
- Relative energy (zero: lowest compared OMol25 entry of this formula, charge and spin): 112.33 kcal per mole